Record 1
This record from the Open Molecules 2025 dataset describes a single C6H6N4O3S molecule. The level of theory is the ωB97M-V functional and the def2-TZVPD basis.

- SMILES = CO[C@@H]1N=CN=C(SC#N)[C@H]1[N+](=O)[O-]
- HOMO-LUMO gap (eV) = 9.2

CARTESIAN COORDINATES (ANGSTROEM)
C -2.6704 -2.6718 -3.0608
C -0.5647 0.3784 -0.3982
C -2.7074 1.1596 0.1606
C -1.2144 -0.4978 -1.5236
C -2.6388 -0.6702 -1.3396
C 1.5354 -0.2154 0.5291
N -2.0089 -2.9745 -3.9531
N -1.4794 1.2079 0.4195
N -3.2837 0.1386 -0.5896
N -1.0167 0.2846 -2.7710
O -1.9433 0.9793 -3.1041
O 0.0270 0.1636 -3.3578
O 0.2018 -0.5181 0.4359
S -3.6787 -1.9628 -1.8651
H 0.1661 1.0393 -0.9345
H -3.5109 1.5867 0.8199
H -0.6041 -1.4047 -1.6748
H 1.9591 -0.1728 -0.5483
H 1.9637 -1.0596 0.9957
H 1.8028 0.5709 1.0828

Atomic forces in eV per Å
-0.3 0.6 0.1
0.7 -0.2 0.7
-1.0 -1.5 1.3
2.0 -0.3 -0.2
-1.6 1.4 2.2
0.9 -2.8 -4.2
0.1 -0.3 0.1
1.8 0.2 -0.5
-1.1 -1.0 -1.4
-0.2 -0.2 -0.8
-0.3 0.7 -0.4
0.5 0.0 0.0
-3.0 0.9 -0.5
0.3 -0.9 -0.6
-0.7 -0.2 0.6
1.3 0.5 -0.8
-0.5 0.3 0.3
-0.2 0.2 1.7
0.7 -1.1 0.4
0.6 3.6 2.0

Löwdin population analysis, charges in e, atoms 1 to 8: -0.584 -0.250 -0.188 -0.142 -0.578 -0.108 0.121 0.153


Record 2
This record from the Open Molecules 2025 dataset describes a single C6H15NO molecule. The level of theory is the ωB97M-V functional and the def2-TZVPD basis.

- SMILES = CNC(C)(C)CCO
- HOMO-LUMO gap (eV) = 8.7

CARTESIAN COORDINATES (ANGSTROEM)
C -0.1178 -0.1626 -0.2350
C 2.3255 -0.1590 -0.1524
C 0.8279 0.1865 0.8083
C -0.2684 0.7898 -1.3977
C -0.2894 -1.6209 -0.5988
C -2.5312 0.9848 0.7456
N -1.3272 0.2540 1.0573
O 3.2188 -0.9321 0.6059
H 3.3901 -0.4819 1.4406
H -1.5265 -0.5149 1.6918
H 2.2726 -0.6604 -1.1173
H 2.7206 0.8448 -0.3453
H 0.9005 1.2438 1.0414
H 0.9122 -0.5092 1.6368
H 0.5038 -1.9398 -1.2766
H -0.2246 -2.2540 0.2843
H -0.0877 1.8212 -1.1008
H -1.2818 0.7289 -1.7924
H 0.4111 0.5239 -2.2079
H -1.2569 -1.7656 -1.0778
H -2.2671 1.9026 0.2115
H -3.2474 0.4261 0.1208
H -3.0570 1.2941 1.6574

Atomic forces in eV per Å
-4.3 0.7 3.3
-0.9 1.4 2.2
5.7 -1.3 -3.6
-0.3 0.0 0.4
0.1 0.2 0.2
-0.2 -0.2 -0.5
0.1 0.1 -1.5
0.5 -0.3 0.3
0.0 -0.1 -0.1
0.2 -0.3 -0.6
-0.7 -0.1 0.1
0.2 0.0 -0.1
-0.2 -0.2 0.2
-0.3 0.1 0.1
-0.1 0.0 -0.1
-0.1 0.0 0.1
0.1 0.0 0.0
0.0 0.0 -0.1
0.1 0.0 0.1
0.0 -0.1 0.0
-0.1 0.0 0.0
-0.1 0.1 0.0
0.1 -0.1 0.0

Löwdin population analysis, charges in e, atoms 1 to 8: -0.476 -0.205 -0.116 -0.043 -0.042 -0.195 -0.088 -0.095


Record 3
This record from the Open Molecules 2025 dataset describes a gas-phase ion, C5H8NS (charge +1). The level of theory is the ωB97M-V functional and the def2-TZVPD basis.

- SMILES = S[C@H]1CCC#[N+]C1
- HOMO-LUMO gap (eV) = 8.4
- charge = +1

CARTESIAN COORDINATES (ANGSTROEM)
C 1.2426 0.6426 -1.1564
C 1.1563 -0.7400 -1.3578
C 0.4447 -0.9485 0.0706
C 0.0904 1.6123 0.5594
C -0.5698 0.2334 0.4426
N 0.8581 1.6219 -0.6375
S -1.8148 0.2754 -0.8813
H 0.5405 -0.9544 -2.2823
H 2.0108 -1.3578 -1.3693
H -0.2971 -1.8478 0.0162
H 1.3719 -1.1810 0.7824
H -0.6280 2.4442 0.5017
H 0.9427 1.8041 1.2277
H -0.8772 -0.0275 1.4035
H -2.7377 -0.3632 -0.2500

Atomic forces in eV per Å
-0.1 2.5 0.4
-1.8 -0.9 -1.1
-0.5 -1.2 1.1
-0.3 0.8 0.2
1.9 -0.9 -0.3
2.2 -1.3 -3.5
0.7 0.9 -0.4
0.4 0.2 1.2
1.3 -0.2 -0.1
1.8 1.3 -0.1
-2.4 0.7 -1.0
0.3 -0.3 0.5
-1.1 -0.3 1.1
-1.4 -0.4 1.5
-1.1 -0.8 0.8

Löwdin population analysis, charges in e, atoms 1 to 8: 0.032 -0.082 -0.138 -0.149 -0.592 0.179 0.873 0.160


Record 4
This record from the Open Molecules 2025 dataset describes a molecular structure, C57H52AsN5O3SW. The level of theory is the ωB97M-V functional and the def2-TZVPD basis.

- HOMO-LUMO gap (eV) = 6.1

CARTESIAN COORDINATES (ANGSTROEM)
W -0.5133 1.2162 -0.5886
O -0.5987 2.5126 1.0338
C -0.9776 3.7401 1.2333
C -1.3749 4.1459 2.5297
C -1.7128 5.4536 2.7726
C -1.6737 6.4226 1.7548
C -1.2954 6.0363 0.4938
C -0.9598 4.7021 0.2123
C -0.5799 4.3515 -1.1272
N -0.3705 3.1778 -1.6031
C 0.0051 3.1412 -3.0289
C 0.3676 1.7258 -3.4012
N -0.5996 0.8766 -2.7044
C -1.5246 0.3550 -3.4426
C -2.5741 -0.5026 -3.0054
C -3.5105 -0.9840 -3.9387
C -4.4811 -1.8721 -3.5624
C -4.5062 -2.3127 -2.2255
C -3.6003 -1.8628 -1.2999
C -2.6118 -0.9196 -1.6664
O -1.7467 -0.5089 -0.7877
H -1.4141 3.3959 3.3094
H -2.0191 5.7415 3.7714
H -1.9408 7.4498 1.9605
H -1.2620 6.7622 -0.3121
H -0.4702 5.1927 -1.8161
H 0.8352 3.8234 -3.2202
H -0.8605 3.4623 -3.6149
H 1.3675 1.4808 -3.0506
H 0.3202 1.5783 -4.4815
H -1.4731 0.5460 -4.5158
H -3.4499 -0.6381 -4.9651
H -5.2051 -2.2367 -4.2776
H -5.2606 -3.0271 -1.9165
H -3.6228 -2.2110 -0.2768
S -2.9010 2.0402 -0.5041
C -3.4654 1.7126 1.1421
C -4.6864 2.3012 1.5120
C -5.2041 2.1721 2.7854
C -4.5085 1.4502 3.7523
C -3.3091 0.8579 3.4026
C -2.7881 0.9656 2.1131
As -1.1007 0.0751 1.7095
C -1.6195 -1.7940 1.8798
C -2.9272 -2.1800 2.1480
C -3.2601 -3.5269 2.2458
C -2.2926 -4.5040 2.0712
C -0.9820 -4.1275 1.8096
C -0.6505 -2.7836 1.7192
C -0.0741 0.2933 3.3390
C 0.9135 1.2794 3.3790
C 1.7004 1.4387 4.5110
C 1.5107 0.6120 5.6107
C 0.5458 -0.3842 5.5670
C -0.2353 -0.5537 4.4306
H -5.2132 2.8874 0.7685
H -6.1453 2.6484 3.0318
H -4.8921 1.3545 4.7600
H -2.7642 0.2983 4.1550
H -3.6989 -1.4311 2.2665
H -4.2850 -3.8096 2.4525
H -2.5550 -5.5517 2.1490
H -0.2151 -4.8824 1.6816
H 0.3795 -2.5136 1.5400
H 1.0745 1.9137 2.5194
H 2.4670 2.2042 4.5237
H 2.1222 0.7346 6.4959
H 0.4026 -1.0401 6.4169
H -0.9705 -1.3491 4.4049
N 1.4323 1.7340 -0.5770
C 2.6055 2.1767 -0.5414
C 3.6140 1.7742 -1.6124
C 3.7967 0.4651 -2.0499
C 4.6389 0.1756 -3.1146
C 5.3080 1.1960 -3.7766
C 5.1269 2.5073 -3.3594
C 4.2952 2.7895 -2.2846
C 3.1255 3.1835 0.4598
C 2.2959 4.1444 1.0260
C 2.7650 5.0072 2.0035
C 4.0807 4.9154 2.4430
C 4.9188 3.9596 1.8870
C 4.4465 3.1068 0.8973
H 3.2616 -0.3359 -1.5656
H 4.7679 -0.8517 -3.4336
H 5.9605 0.9722 -4.6108
H 5.6374 3.3138 -3.8713
H 4.1659 3.8152 -1.9568
H 1.2756 4.2121 0.6845
H 2.0991 5.7537 2.4202
H 4.4503 5.5860 3.2086
H 5.9462 3.8791 2.2198
H 5.1102 2.3653 0.4684
C 2.4870 -6.5406 -1.4168
C 1.1150 -5.9828 -1.0556
N 0.4603 -5.3198 -2.1747
C -0.3776 -6.1735 -3.0195
C -1.7003 -6.5134 -2.3430
C 0.6496 -4.0295 -2.5648
O 0.2254 -3.5946 -3.6235
C 1.2359 -3.0292 -1.5826
C 2.3006 -3.1583 -0.7081
C 2.5949 -2.1168 0.1635
C 1.8039 -0.9861 0.1425
N 0.7945 -0.8356 -0.7203
C 0.5322 -1.8211 -1.5665
H 2.9257 -7.0698 -0.5694
H 3.1770 -5.7560 -1.7275
H 2.4038 -7.2421 -2.2482
H 1.1612 -5.3131 -0.1971
H 0.4672 -6.8070 -0.7575
H 0.1830 -7.0802 -3.2647
H -0.5560 -5.6376 -3.9457
H -1.5847 -7.2328 -1.5307
H -2.3880 -6.9474 -3.0697
H -2.1583 -5.6090 -1.9390
H 2.9404 -4.0281 -0.7136
H 3.4176 -2.1830 0.8617
H 1.9628 -0.1744 0.8411
H -0.2758 -1.6858 -2.2661

Atomic forces in eV per Å
-0.7 0.4 0.3
0.5 0.2 0.2
-0.2 -0.1 0.3
0.1 -0.1 -0.2
0.0 0.1 0.0
0.0 -0.1 0.0
0.0 0.1 0.0
-0.1 -0.1 -0.3
-0.1 0.2 0.0
-0.1 -0.2 0.0
0.0 0.1 0.1
0.1 -0.1 0.0
0.0 0.3 -0.4
0.1 -0.2 0.0
0.1 0.2 -0.1
0.0 0.0 0.0
0.0 0.0 0.1
-0.1 0.0 -0.1
0.1 0.1 0.0
-0.2 -0.1 0.2
0.1 -0.3 -0.2
0.0 0.0 0.0
0.0 0.0 0.0
0.0 0.0 0.0
0.0 0.0 0.0
0.0 0.0 0.0
0.0 0.0 0.0
0.0 0.0 0.0
0.0 -0.1 0.0
0.0 0.0 0.0
0.0 0.0 0.0
0.0 0.0 0.0
0.0 0.0 0.0
0.0 0.0 0.0
0.0 0.0 0.0
0.1 -0.2 0.3
0.0 0.1 -0.2
0.0 0.0 0.0
0.1 0.0 0.0
0.0 0.0 0.0
0.0 0.0 0.1
0.1 -0.1 0.1
-0.7 0.3 0.0
0.1 -0.2 0.0
0.0 0.0 0.0
0.0 0.0 0.0
0.0 0.0 0.0
0.0 0.0 0.0
-0.1 0.0 0.0
0.3 0.0 -0.1
0.0 -0.1 0.1
0.0 0.0 0.0
0.0 0.0 0.0
0.0 0.0 0.0
0.0 0.1 0.1
0.0 0.0 0.0
0.0 0.0 0.0
0.0 0.0 0.0
0.0 0.0 0.0
0.0 0.0 0.0
0.0 0.0 0.0
0.0 0.0 0.0
0.0 0.0 0.0
0.1 0.0 0.0
0.0 0.1 -0.1
0.0 0.0 0.0
0.0 0.0 0.0
0.0 0.0 0.0
0.0 0.0 0.0
0.2 -0.3 0.2
0.2 0.1 -0.3
0.0 0.1 0.1
-0.1 0.0 -0.1
0.0 0.0 0.0
0.0 0.0 0.0
0.0 0.0 0.0
0.1 0.0 0.0
0.0 -0.1 -0.1
0.0 0.0 -0.1
0.0 0.0 0.0
0.0 0.0 0.0
0.0 0.0 0.0
0.1 0.0 0.1
0.0 0.0 0.0
0.0 0.0 0.0
0.0 0.0 0.0
0.0 0.0 0.0
0.0 0.0 0.0
0.1 0.0 0.0
0.0 0.0 0.0
0.0 0.0 0.0
0.0 0.0 0.0
0.0 0.0 0.0
0.0 0.0 0.0
0.0 0.1 0.0
0.1 -0.1 -0.1
0.1 0.0 0.0
0.0 0.0 0.0
0.0 0.2 0.2
0.0 0.0 -0.1
-0.3 0.0 -0.1
0.3 0.0 -0.1
-0.1 0.0 0.0
0.0 -0.1 0.2
0.0 0.1 -0.1
0.2 -0.2 0.1
0.0 0.0 0.0
0.0 0.0 0.0
0.0 0.0 0.0
0.0 0.0 0.0
0.0 0.0 0.1
0.0 0.0 0.0
0.0 0.0 0.0
0.0 0.0 0.0
0.0 0.0 0.0
0.0 0.0 0.0
-0.1 -0.1 0.0
0.0 0.0 0.0
0.0 0.0 -0.1
0.0 0.0 0.0

Löwdin population analysis, charges in e, atoms 1 to 8: 1.402 -0.404 -0.394 0.008 -0.069 -0.094 -0.041 -0.192


Record 5
This record from the Open Molecules 2025 dataset describes 2 unconnected molecules or ions with the total composition C6H13NO2. The level of theory is the ωB97M-V functional and the def2-TZVPD basis.

- SMILES = [H]/N=C(\C)C(=C)O.COC
- HOMO-LUMO gap (eV) = 9.2

CARTESIAN COORDINATES (ANGSTROEM)
C 0.6292 1.4492 1.5815
C 0.3682 -1.1013 1.9557
O 0.9857 0.1737 1.1275
H -0.4294 1.6677 1.3550
H 1.2810 2.1945 1.1183
H 0.7531 1.5432 2.6695
H -0.7088 -1.0495 1.7977
H 0.6261 -0.7628 2.9614
H 0.8613 -2.0631 1.8724
C -0.8511 1.4384 -1.7782
C 0.2810 -0.7427 -1.1577
C -0.9602 0.0667 -1.1726
C 0.3307 -1.9891 -0.6277
O 1.3333 -0.1535 -1.7789
N -2.0197 -0.4556 -0.7057
H 2.1360 -0.6637 -1.5915
H -2.8352 0.1527 -0.7911
H -1.7538 2.0110 -1.6052
H -0.7002 1.3501 -2.8508
H 0.0093 1.9569 -1.3732
H -0.5907 -2.4731 -0.3633
H 1.2541 -2.5498 -0.6431

Atomic forces in eV per Å
-0.7 -0.4 0.9
0.9 4.2 0.5
-0.1 -3.1 0.8
0.2 0.1 0.0
-0.1 -0.2 -0.2
0.0 0.1 0.0
0.2 -0.4 -0.2
-0.4 -0.1 0.2
0.1 0.3 -1.1
-0.1 -0.2 0.0
0.0 -2.3 0.3
-0.2 0.2 -0.2
-0.2 1.1 -1.6
0.5 0.3 0.2
-0.1 -0.1 0.1
-0.3 0.2 -0.1
0.3 0.1 0.0
-0.2 0.1 0.1
0.1 0.0 -0.2
0.1 0.1 0.1
0.0 0.0 0.4
0.1 -0.1 0.0

Löwdin population analysis, charges in e, atoms 1 to 8: -0.164 0.022 -0.287 0.083 0.088 0.076 0.075 0.065


Record 6
This record from the Open Molecules 2025 dataset describes a single C6H6O3S molecule. The level of theory is the ωB97M-V functional and the def2-TZVPD basis.

- SMILES = C#CC1=C(C)S(=O)(=O)OC1
- HOMO-LUMO gap (eV) = 10.2

CARTESIAN COORDINATES (ANGSTROEM)
C 2.9575 0.6969 -0.4819
C 1.7861 0.5432 -0.2232
C 0.3418 0.5038 -0.0583
C -0.3309 -0.5964 0.1692
C -0.5245 1.8191 0.0137
C 0.2422 -1.9700 0.2630
O -2.3721 -0.3449 -1.4618
O -3.0081 -0.7101 0.9285
O -1.8456 1.4469 0.2754
S -2.1038 -0.1400 -0.0524
H 4.0007 0.5995 -0.3215
H -0.0850 2.5398 0.7811
H -0.4508 2.3592 -0.8501
H 0.4956 -2.2168 1.2639
H 1.2247 -1.8678 0.0050
H -0.3280 -2.6622 -0.2506

Atomic forces in eV per Å
-0.8 -0.7 1.0
-0.7 0.7 -0.4
0.8 2.1 0.5
-1.4 -0.2 -0.3
2.4 -1.1 2.2
-1.1 2.1 1.3
0.0 0.5 1.4
1.1 1.1 -1.1
-0.9 -1.0 0.2
0.4 -1.3 0.2
0.4 0.3 -0.5
-0.9 -1.3 -0.4
0.0 1.1 -2.7
-1.1 -0.6 1.5
2.6 0.0 -2.1
-0.8 -1.7 -0.9

Löwdin population analysis, charges in e, atoms 1 to 8: 0.144 -0.064 -0.210 -0.223 -0.155 -0.006 -0.264 -0.270


Record 7
This record from the Open Molecules 2025 dataset describes 2 unconnected molecules or ions with the total composition C5H15N2. The level of theory is the ωB97M-V functional and the def2-TZVPD basis.

- 2S+1 = 2
- HOMO-LUMO gap (alpha / beta) (eV) = 8.1 / 5.1
- charge = +2

CARTESIAN COORDINATES (ANGSTROEM)
N -4.5180 1.0273 0.8799
C 0.5949 -0.0243 -0.7540
C 1.4081 0.1325 0.4629
C 2.5260 -0.9321 0.8396
C 3.2363 -1.7411 -0.2851
C -0.8848 -0.0233 -0.8695
N -1.6078 1.2791 -0.6795
H -4.7626 1.9034 1.3031
H -4.5250 0.3882 1.6872
H -3.5122 1.0022 0.5164
H 1.1088 0.3507 -1.5865
H 2.0656 0.9797 0.4663
H 0.8051 -0.0010 1.3786
H 3.2667 -0.5760 1.6533
H 2.0023 -1.5605 1.4422
H 3.4261 -2.6936 0.1685
H 2.6261 -1.7814 -1.0805
H 4.1703 -1.2391 -0.4128
H -1.2239 -0.7487 -0.0748
H -1.2474 -0.3653 -1.8688
H -1.2688 1.8708 0.1583
H -1.3331 1.8565 -1.5166

Atomic forces in eV per Å
3.5 -0.5 2.4
1.2 3.3 2.3
-2.2 -2.0 0.4
2.8 -0.2 0.1
1.1 1.8 4.2
-1.5 -2.1 0.9
2.0 1.6 0.6
-1.2 1.5 -0.8
-1.1 -1.1 -0.6
-1.3 0.1 -1.4
0.9 -0.3 -1.8
0.1 1.1 -0.7
-0.1 0.9 -0.5
-1.0 0.4 -1.8
-1.8 -2.2 1.3
0.2 -0.7 -0.1
-1.7 -0.5 -3.2
0.6 0.0 -1.0
-0.1 0.6 -0.8
0.6 0.0 0.8
-0.2 -1.4 -1.6
-0.8 -0.4 1.1

Löwdin population analysis, charges in e, atoms 1 to 8: 0.498 0.173 -0.100 -0.166 -0.025 -0.230 0.010 0.140


Record 8
This record from the Open Molecules 2025 dataset describes a molecular structure, C16H21I2N8NdP. The level of theory is the ωB97M-V functional and the def2-TZVPD basis.

- 2S+1 = 4
- HOMO-LUMO gap (alpha / beta) (eV) = 7.9 / 8.0
- charge = +3

CARTESIAN COORDINATES (ANGSTROEM)
Nd -1.0948 -0.6971 -1.0715
C 0.5691 4.7371 0.5659
N -0.1707 3.7294 -0.1705
C -1.1039 3.9483 -1.1018
C -1.5647 2.6943 -1.5604
N -0.9196 1.6829 -0.9148
C -0.0434 2.3217 -0.0404
P 1.1170 1.5469 1.1239
C 1.9017 0.3663 -0.0562
N 1.3041 -0.5002 -0.8928
C 2.3157 -1.1295 -1.5817
C 3.5161 -0.6397 -1.1612
N 3.2428 0.2948 -0.2057
C 4.2400 1.0766 0.5221
C -0.0622 0.3674 1.9089
N -0.9000 -0.4991 1.3119
C -1.5819 -1.1322 2.3243
C -1.1591 -0.6444 3.5244
N -0.2072 0.2929 3.2501
C 0.5221 1.0751 4.2457
H 0.2484 5.7238 0.2445
H 1.6399 4.6343 0.3800
H 0.3853 4.6359 1.6373
H -1.3986 4.9446 -1.3972
H -2.3159 2.5048 -2.3108
H 2.1188 -1.8811 -2.3295
H 4.5194 -0.8838 -1.4682
H 5.2325 0.7806 0.1969
H 4.1567 0.9009 1.5925
H 4.1115 2.1390 0.3239
H -2.3238 -1.8890 2.1265
H -1.4621 -0.8925 4.5278
H 0.1987 0.7796 5.2390
H 0.3234 2.1373 4.1167
H 1.5924 0.8994 4.1608
I -1.7511 -0.6004 -4.2703
C -3.8727 -0.5423 -3.8659
I -4.3010 -0.4731 -1.7488
H -4.3203 -1.4409 -4.2740
H -4.2806 0.3504 -4.3247
N -0.0619 -3.9341 -0.3567
C -0.3645 -5.2228 -0.5547
C -1.5011 -5.2632 -1.3371
C -1.8202 -3.9312 -1.5677
N -0.9402 -3.1074 -0.9688
H 0.7091 -3.5677 0.1750
H 0.2306 -6.0200 -0.1387
H -2.0248 -6.1344 -1.6904
H -2.6490 -3.5382 -2.1371

Atomic forces in eV per Å
-0.2 -0.3 -0.2
0.4 0.3 0.4
0.1 -3.5 0.1
-1.1 -1.2 -1.1
0.4 1.4 0.4
1.6 2.6 1.6
-1.0 1.2 -1.0
-0.3 -0.4 -0.3
0.2 0.0 0.0
0.4 0.3 0.2
0.0 0.0 0.0
0.0 -0.2 -0.1
-0.4 -0.1 0.0
0.2 0.2 0.2
0.0 0.1 0.2
0.2 0.3 0.5
0.0 0.0 0.0
-0.2 -0.2 0.0
0.0 0.0 -0.4
0.2 0.2 0.2
0.0 0.0 0.0
-0.1 0.0 0.0
0.0 0.0 -0.1
0.0 -0.1 0.0
0.0 0.1 0.0
0.1 0.0 0.0
0.0 0.0 0.0
0.0 -0.1 0.0
0.0 -0.1 0.0
0.0 0.0 -0.1
0.0 0.0 0.1
0.0 0.0 0.0
0.0 -0.1 0.0
-0.1 0.0 0.0
0.0 -0.1 0.0
-0.5 0.0 -0.3
0.3 0.0 0.3
-0.2 0.0 -0.4
0.1 -0.1 0.1
0.1 0.1 0.1
0.0 -0.1 0.0
0.0 0.0 0.0
-0.1 0.1 -0.1
0.0 -0.2 0.0
0.0 -0.4 0.0
0.1 0.0 0.0
0.0 0.0 0.0
0.0 0.0 0.0
0.0 0.0 0.0

Löwdin population analysis, charges in e, atoms 1 to 8: 1.461 0.004 -0.104 -0.004 -0.108 -0.142 -0.394 1.197


Which relative energy (zero: lowest compared OMol25 entry of this formula, charge and spin) belongs to each record? In order, 93.1 90.1 67.1 10.9 84.9 76.6 129.1 19.0 kcal/mol.
Which electronic energy belongs to each record? In order, -29251.501 -9999.849 -17630.021 -147047.667 -12015.042 -23293.014 -8384.709 -69598.215 eV.
Which F_max belongs to each record? In order, 5.14 6.87 4.40 0.83 4.35 3.40 4.71 3.50 eV/A.